No. 1
CH8N3O | ωB97M-V/def2-TZVPD

Output
**Lowest unoccupied orbital energy**: -3.59 eV
**Largest force on an atom**: 0.01144 hartree/bohr
**ΔE to the lowest compared entry with this formula, charge and spin**: 0.9521 eV
**HOMO level**: -15.61 eV
**Charge**: +1

Geometry (Å):
N (-1.9701, -0.8033, 0.1485)
H (-2.2635, -0.9678, -0.8077)
H (-2.3892, -1.5549, 0.6918)
H (-0.2746, -0.5348, 0.5951)
H (-2.4510, 0.0500, 0.4358)
N (0.7868, -0.5582, 0.4893)
C (1.3095, 0.8436, 0.2409)
N (1.1473, 1.2424, -1.0272)
O (1.8058, 1.4169, 1.1505)
H (1.0002, -1.1819, -0.2931)
H (1.2556, -0.8850, 1.3318)
H (1.4657, 2.1707, -1.2548)
H (0.5775, 0.7623, -1.7009)

=====

No. 2
CH8N3O | ωB97M-V/def2-TZVPD

Output
**Lowest unoccupied orbital energy**: -3.27 eV
**Largest force on an atom**: 0.02437 hartree/bohr
**ΔE to the lowest compared entry with this formula, charge and spin**: 0.6476 eV
**HOMO level**: -15.47 eV
**Charge**: +1

Geometry (Å):
N (1.1324, 1.5071, -0.3972)
C (0.8267, 0.4135, 0.3057)
N (-0.3921, -0.0825, 0.2228)
N (1.6932, -0.0797, 1.2100)
H (2.0614, 1.8512, -0.5579)
H (0.4026, 2.1512, -0.6441)
H (-0.5593, -0.9918, 0.6193)
H (-1.0451, 0.2641, -0.4529)
H (2.6063, 0.3402, 1.1952)
H (1.3235, -0.4994, 2.0466)
H (-2.9885, -1.5298, -0.4536)
H (-2.7067, -1.9154, -1.9232)
O (-2.3543, -1.4287, -1.1707)

=====

No. 3
CH8N3O | ωB97M-V/def2-TZVPD

Output
**Lowest unoccupied orbital energy**: -2.88 eV
**Largest force on an atom**: 0.01638 hartree/bohr
**ΔE to the lowest compared entry with this formula, charge and spin**: 3.1372 eV
**HOMO level**: -13.10 eV
**Charge**: +1

Geometry (Å):
C (1.7998, 0.4862, 1.1246)
N (2.1973, -0.7609, 1.1218)
N (-2.5451, -0.3116, -1.4119)
N (0.7430, 0.9074, 0.4923)
O (-1.2031, -0.2234, -1.2062)
H (2.3905, 1.1968, 1.6954)
H (1.6912, -1.4516, 0.5816)
H (3.0270, -1.0516, 1.6166)
H (-2.9453, 0.6175, -1.6451)
H (-2.7264, -0.9519, -2.2055)
H (-3.0309, -0.6830, -0.5750)
H (0.0918, 0.3345, -0.0976)
H (0.5102, 1.8916, 0.5091)

=====

No. 4
CH8N3Si | ωB97M-V/def2-TZVPD

Output
**Lowest unoccupied orbital energy (spin up / spin down)**: -3.77 / -6.83 eV
**Largest force on an atom**: 0.13756 hartree/bohr
**Spin multiplicity**: 3
**HOMO level (spin up / spin down)**: -9.77 / -15.68 eV
**Charge**: +1

Geometry (Å):
C (0.0904, 1.4256, 0.0428)
N (-0.7177, 0.4992, 0.4892)
N (1.3025, 0.9723, -0.2824)
N (-0.2099, -0.7441, 0.5049)
Si (1.5023, -0.8784, -0.0606)
H (-0.1696, 2.4491, 0.0600)
H (-2.7766, -1.0275, -0.9451)
H (-1.7312, 0.5659, 0.6710)
H (2.0716, 1.5661, -0.4979)
H (-2.2536, -0.7374, -0.4151)
H (-1.0507, -1.3241, 0.7354)
H (1.5757, -1.5152, -1.3520)
H (2.3668, -1.2516, 1.0497)

=====

No. 5
CH8N4 | ωB97M-V/def2-TZVPD

Output
**Lowest unoccupied orbital energy**: 0.75 eV
**Largest force on an atom**: 0.00695 hartree/bohr
**ΔE to the lowest compared entry with this formula, charge and spin**: 0.0000 eV
**HOMO level**: -8.79 eV
**Charge**: 0

Geometry (Å):
N (0.3899, 0.1358, 0.3146)
C (0.8501, 1.4431, 0.3783)
N (0.9684, 2.0739, -0.8491)
N (1.2137, 2.0642, 1.4319)
H (-0.0640, -0.1757, 1.1564)
H (-0.0532, -0.1738, -0.5337)
H (0.2145, 1.9114, -1.4989)
H (1.1745, 3.0514, -0.7023)
H (1.2318, 1.4411, 2.2339)
N (-1.4444, -2.6630, -0.4368)
H (-1.0002, -2.9652, -1.2957)
H (-1.0601, -3.2171, 0.3198)
H (-2.4210, -2.9259, -0.5184)

=====

No. 6
CH8N4O2 | ωB97M-V/def2-TZVPD

Output
**Lowest unoccupied orbital energy**: 0.93 eV
**Largest force on an atom**: 0.02398 hartree/bohr
**ΔE to the lowest compared entry with this formula, charge and spin**: 3.2385 eV
**HOMO level**: -9.27 eV
**Charge**: 0

Geometry (Å):
C (-1.9559, -0.5177, 0.1810)
N (0.1658, -0.7476, -0.8699)
N (0.9897, 0.0586, -1.6189)
O (-1.2636, -0.4046, -1.0316)
H (0.2256, -1.7017, -1.2380)
H (0.7037, 0.1684, -2.5893)
H (1.0898, 0.9743, -1.1714)
H (-1.8498, -1.5209, 0.6064)
H (-3.0001, -0.3376, -0.0655)
H (-1.6218, 0.2266, 0.9101)
N (1.2017, 0.3611, 1.6179)
N (1.6211, 1.5871, 1.5230)
O (1.5737, 2.0995, 0.4092)
H (0.8587, -0.1823, 0.8071)
H (1.2614, -0.0632, 2.5301)